2 unconnected molecules or ions with the total composition C9H12O, computed with the ωB97M-V functional and the def2-TZVPD basis.

Each line ends with the natural charge from an NBO analysis.
CARTESIAN COORDINATES (ANGSTROEM)
C (0.00216, -1.74872, 0.18829)  -0.203
C (0.42938, -2.07134, 1.47688)  -0.169
C (-0.22275, -3.07224, 2.19799)  -0.243
C (-1.30210, -3.75050, 1.63051)  -0.237
C (-1.72932, -3.42788, 0.34192)  -0.233
C (-1.07718, -2.42698, -0.37919)  -0.229
H (0.51531, -0.96113, -0.37914)  0.235
H (1.27870, -1.53763, 1.92342)  0.211
H (0.11341, -3.32612, 3.21197)  0.220
H (-1.81525, -4.53810, 2.19794)  0.220
H (-2.57864, -3.96160, -0.10463)  0.218
H (-1.41335, -2.17311, -1.39317)  0.229
C (-2.06799, -0.50286, 1.92598)  -0.746
C (-2.35910, -0.23540, 0.46729)  0.623
C (-3.60792, -0.87741, -0.09159)  -0.735
O (-1.62790, 0.45898, -0.21973)  -0.576
H (-1.13684, 0.00320, 2.23171)  0.231
H (-1.95373, -1.58583, 2.10125)  0.254
H (-2.89388, -0.12990, 2.55480)  0.228
H (-3.54521, -1.97509, -0.00335)  0.238
H (-4.49706, -0.53027, 0.46115)  0.231
H (-3.73143, -0.61653, -1.15616)  0.232

Forces on atoms 1 to 6 (eV/Å):
C 0.53 -0.28 -0.12
C 0.30 -0.17 -0.12
C 0.27 -0.25 0.10
C 0.00 -0.32 0.10
C 0.18 -0.24 -0.10
C 0.35 -0.48 -0.20

SMILES string: c1ccccc1.CC(C)=O
Highest occupied orbital energy: -9.35 eV
ΔE to the lowest compared entry with this formula, charge and spin: 9.3 kcal/mol
LUMO energy: 0.9 eV
Frontier orbital gap: 10.289 eV

***

A single C9H12O molecule, computed with the ωB97M-V functional and the def2-TZVPD basis.

Each line ends with the Mulliken spin population.
CARTESIAN COORDINATES (ANGSTROEM)
C (-2.20393, -0.62617, 1.84298)  -0.011
C (-1.36067, 0.18350, 1.53596)  0.018
C (1.71322, -0.49717, 0.57822)  0.005
C (1.41411, 0.16870, -0.67496)  0.051
C (1.22704, 0.29980, 1.81509)  -0.003
C (0.01895, 0.92907, -0.42038)  0.097
C (-0.19097, 0.86590, 1.32425)  0.067
C (-0.79810, 0.45470, -1.77943)  0.733
C (-1.24456, -0.96489, -2.01186)  0.142
O (-0.96871, 1.35600, -2.53919)  0.880
H (-2.82237, -1.45772, 1.93873)  0.000
H (1.12883, -1.38822, 0.67666)  0.000
H (2.71946, -0.95174, 0.68768)  0.004
H (2.19395, 1.00274, -0.64156)  -0.002
H (1.33791, -0.27916, -1.62232)  -0.014
H (0.94183, -0.37654, 2.67662)  0.004
H (1.85457, 1.19256, 2.06044)  0.001
H (-0.43075, 1.80839, 1.49533)  0.003
H (-0.03097, 2.06470, -0.70364)  -0.006
H (-0.81620, -1.84033, -1.65337)  0.002
H (-1.51082, -1.12293, -3.09652)  0.010
H (-2.17181, -0.82117, -1.48871)  0.020

Forces on atoms 1 to 6 (eV/Å):
C 1.01 0.98 -0.63
C -2.30 -3.62 1.63
C 0.47 -2.84 2.43
C 0.18 5.21 1.50
C -1.88 0.67 -0.49
C 0.84 1.47 -1.46

Highest occupied orbital energy (alpha / beta): -5.04 / -9.29 eV
ΔE to the lowest compared entry with this formula, charge and spin: 61.0 kcal/mol
LUMO energy (alpha / beta): 0.9 / -2.2 eV
⟨S²⟩: 2.01
Frontier orbital gap (alpha / beta): 5.948 / 7.062 eV
Multiplicity: 3

***

A single C9H12O2 molecule, computed with the ωB97M-V functional and the def2-TZVPD basis.

Each line ends with the natural charge from an NBO analysis.
CARTESIAN COORDINATES (ANGSTROEM)
O (2.14496, -1.14442, -2.80028)  -0.575
C (1.46607, -1.08773, -1.76708)  0.524
C (1.78381, -1.08474, -0.28783)  -0.531
C (0.56549, -0.39076, 0.38027)  -0.204
C (0.85388, 0.97142, 1.24018)  -0.411
C (-0.67543, 1.68071, 1.37196)  -0.422
C (-1.60532, 0.45027, 1.32503)  -0.403
C (-1.83612, 0.11495, -0.08698)  -0.458
C (-0.47436, -0.28217, -0.66910)  -0.016
C (0.04992, -0.80163, -1.85524)  0.202
O (-0.41931, -1.01669, -3.06285)  -0.684
H (2.63579, -0.44924, -0.07513)  0.230
H (1.85818, -1.96327, 0.36328)  0.252
H (0.16632, -1.21316, 1.15148)  0.184
H (1.54008, 0.80203, 2.19478)  0.231
H (1.46711, 1.59323, 0.45140)  0.209
H (-0.75609, 1.85122, 2.43146)  0.219
H (-0.90072, 2.53297, 0.71821)  0.223
H (-2.61013, 0.69922, 1.88490)  0.221
H (-1.06371, -0.48997, 1.94407)  0.209
H (-2.00747, 1.26023, -0.52291)  0.219
H (-2.42525, -0.72758, -0.51727)  0.253
H (0.24231, -1.30487, -3.81236)  0.528

Forces on atoms 1 to 6 (eV/Å):
O -0.40 -0.56 1.89
C 1.00 0.20 -0.21
C 0.36 1.46 1.29
C 0.82 -1.49 2.41
C 0.00 0.49 -2.90
C 2.46 -3.10 2.12

SMILES string: O=C1C[C@H]2CCCCC2=C1O
Highest occupied orbital energy: -8.37 eV
ΔE to the lowest compared entry with this formula, charge and spin: 87.9 kcal/mol
LUMO energy: 0.5 eV
Frontier orbital gap: 8.899 eV

***

A single C9H12S3 molecule, computed with the ωB97M-V functional and the def2-TZVPD basis.

Each line ends with the natural charge from an NBO analysis.
CARTESIAN COORDINATES (ANGSTROEM)
C (-1.53327, -0.02115, -0.47727)  -0.064
C (-0.12177, -0.07547, -0.22493)  -0.342
C (0.24803, -1.25594, 0.30760)  -0.267
C (-2.15094, -1.18961, -0.13456)  -0.183
C (2.72463, -0.96913, 0.29368)  -0.215
C (2.69790, 0.46209, -0.03537)  -0.392
C (-2.25304, 1.16105, -1.03762)  -0.631
C (-3.59262, -1.53535, -0.28106)  -0.641
C (3.15544, 1.31210, 1.13758)  -0.606
S (-1.02631, -2.36338, 0.51110)  0.403
S (1.03033, 1.17917, -0.62503)  0.239
S (3.33511, -2.09364, -0.87885)  0.126
H (2.77550, -1.27411, 1.32114)  0.230
H (3.30847, 0.65121, -0.92036)  0.235
H (-1.54370, 1.86995, -1.45806)  0.222
H (-2.95236, 0.84565, -1.81260)  0.217
H (-2.82538, 1.65867, -0.25440)  0.219
H (-4.22011, -0.84791, 0.28644)  0.219
H (-3.89032, -1.46754, -1.32909)  0.218
H (-3.78018, -2.55125, 0.06225)  0.223
H (4.15476, 1.00415, 1.44146)  0.207
H (2.47904, 1.20454, 1.98224)  0.223
H (3.18356, 2.35776, 0.84722)  0.226
H (3.27504, -3.17089, -0.09711)  0.134

Forces on atoms 1 to 6 (eV/Å):
C -0.04 -0.25 0.06
C 0.21 -0.54 0.26
C 3.04 0.21 0.23
C 0.27 -0.27 0.11
C -3.08 -1.29 -0.28
C -0.85 0.74 -0.28

Highest occupied orbital energy (alpha / beta): -7.44 / -7.42 eV
ΔE to the lowest compared entry with this formula, charge and spin: 0.0 kcal/mol
LUMO energy (alpha / beta): -0.6 / -0.6 eV
Frontier orbital gap (alpha / beta): 6.887 / 6.821 eV

***

A molecular structure, C9H13AgF6O3Se2, computed with the ωB97M-V functional and the def2-TZVPD basis.

Each line ends with the natural charge from an NBO analysis.
CARTESIAN COORDINATES (ANGSTROEM)
Ag (0.93175, 0.23298, 0.40203)  0.717
O (-4.73778, 0.14056, -1.24247)  -0.728
C (-4.65111, 0.13945, 0.18406)  -0.041
C (-3.18545, 0.13334, 0.66505)  -0.153
C (-3.34575, 0.10552, 2.20188)  -0.035
O (-2.19798, 0.07263, 2.99362)  -0.765
C (-2.57132, -1.15591, 0.08861)  -0.543
Se (-0.90528, -1.95737, 0.81430)  -0.631
C (-2.56978, 1.42690, 0.08629)  -0.545
Se (-0.81671, 2.16561, 0.63498)  -0.610
H (-5.66643, 0.15588, -1.47984)  0.450
H (-5.16344, -0.74801, 0.58468)  0.145
H (-5.15377, 1.03106, 0.58822)  0.144
H (-3.99409, -0.76400, 2.43379)  0.125
H (-3.90584, 1.00480, 2.49729)  0.151
H (-1.55910, -0.54360, 2.57522)  0.501
H (-2.39749, -1.00437, -0.97451)  0.206
H (-3.30322, -1.96050, 0.19764)  0.179
H (-3.26057, 2.24977, 0.29381)  0.177
H (-2.52229, 1.30509, -0.99356)  0.204
C (5.56245, -0.05239, -0.10737)  -0.650
C (4.05393, -0.06596, -0.47176)  0.128
O (3.26411, 0.13030, 0.57553)  -0.886
C (3.87964, 1.04798, -1.56699)  0.937
F (4.70986, 0.91159, -2.65431)  -0.365
F (4.17657, 2.25858, -1.03991)  -0.340
F (2.63599, 1.12873, -2.05752)  -0.318
C (3.79453, -1.45829, -1.15007)  0.937
F (2.54571, -1.60186, -1.61041)  -0.316
F (4.62858, -1.74220, -2.20655)  -0.366
F (4.00533, -2.44865, -0.25402)  -0.339
H (5.79009, 0.91331, 0.34144)  0.216
H (6.19382, -0.21811, -0.98144)  0.199
H (5.73505, -0.83286, 0.63229)  0.216

Forces on atoms 1 to 6 (eV/Å):
Ag -0.40 -0.12 0.25
O 0.04 0.00 -0.06
C -0.10 0.01 0.16
C -0.02 0.06 -0.10
C -0.12 -0.03 -0.15
O 0.15 -0.04 0.09

Highest occupied orbital energy: -0.15 eV
Charge: -2
LUMO energy: 4.8 eV
Frontier orbital gap: 4.927 eV

***

A molecular structure, C9H13BMnN2, computed with the ωB97M-V functional and the def2-TZVPD basis.

Each line ends with the Mulliken spin population.
CARTESIAN COORDINATES (ANGSTROEM)
C (0.84805, 1.67474, -1.39316)  -0.024
C (1.14300, 0.40798, -2.03954)  0.006
C (1.97694, -0.35896, -1.13203)  -0.014
C (2.16296, 0.42620, 0.06865)  -0.033
C (1.46232, 1.66234, -0.08873)  0.012
Mn (0.11922, -0.02099, -0.34429)  2.505
C (-0.88579, -1.38505, -1.21551)  -0.119
C (-1.61197, -0.11306, -1.36576)  -0.161
C (-2.45775, 0.54176, -2.21214)  0.218
N (-1.23180, 0.93218, 0.04196)  0.625
H (2.39333, -1.36084, -1.30147)  -0.001
H (0.78538, 0.10036, -3.02147)  0.006
H (2.77038, 0.15640, 0.93054)  -0.001
H (1.43052, 2.47356, 0.63599)  -0.006
H (0.27406, 2.50587, -1.80550)  0.002
H (-0.44231, -1.81789, -2.14361)  -0.002
H (-1.92461, 1.50409, 0.53263)  -0.015
H (-1.45705, -2.15254, -0.67162)  0.010
H (-2.94663, 0.01251, -3.04382)  -0.005
H (-2.63713, 1.62271, -2.06835)  0.000
B (0.00441, -1.24068, 4.12097)  -0.003
C (0.11901, -0.89862, 2.64020)  0.038
N (0.22975, -0.71686, 1.49077)  -0.049
H (-0.33581, -2.41038, 4.17986)  0.007
H (-0.86902, -0.49585, 4.54877)  0.002
H (1.08055, -1.04896, 4.65664)  0.001

Forces on atoms 1 to 6 (eV/Å):
C 1.37 -0.63 -0.08
C 1.21 1.01 0.24
C 0.86 0.32 -0.11
C 0.72 0.55 -1.44
C 0.87 -0.31 -1.12
Mn 2.03 -0.06 4.41

Highest occupied orbital energy (alpha / beta): -8.36 / -8.87 eV
LUMO energy (alpha / beta): -0.6 / -1.1 eV
⟨S²⟩: 3.83
Frontier orbital gap (alpha / beta): 7.814 / 7.779 eV
Multiplicity: 4

***

2 unconnected molecules or ions with the total composition C9H13BN2O9, computed with the ωB97M-V functional and the def2-TZVPD basis.

Each line ends with the natural charge from an NBO analysis.
CARTESIAN COORDINATES (ANGSTROEM)
N (-1.03989, -0.91742, 0.02055)  -1.134
B (-1.97918, 0.20218, 0.06423)  1.145
O (-2.27234, 0.82970, -1.15910)  -0.938
N (-2.56258, 0.55657, 1.32719)  -0.801
C (-3.92510, 1.19058, 1.26513)  0.889
O (-4.84081, 0.52238, 1.76216)  -0.757
O (-3.96961, 2.31793, 0.71309)  -0.819
C (-1.67390, 1.21555, 2.32539)  -0.116
C (-0.42838, 1.87579, 1.69743)  -0.553
C (0.30097, 2.69107, 2.73767)  0.480
O (-0.13547, 3.67941, 3.28859)  -0.573
C (-1.18742, 0.18453, 3.40893)  0.755
O (-1.75663, 0.22077, 4.51313)  -0.766
O (-0.24685, -0.56982, 3.04491)  -0.833
H (-1.01515, -1.31698, 0.95705)  0.409
H (-0.09414, -0.61779, -0.17239)  0.359
H (-2.04312, 1.76069, -1.12433)  0.489
H (-2.25145, 1.97712, 2.84741)  0.222
H (-0.68425, 2.59446, 0.90782)  0.213
H (0.29685, 1.13107, 1.37111)  0.246
H (1.33332, 2.36212, 2.98515)  0.084
C (1.62567, -1.89695, -4.04625)  -0.626
C (2.53701, -1.44165, -2.93679)  0.071
C (2.94365, -2.50722, -1.93715)  -0.093
O (3.15215, -1.74610, -0.74935)  -0.499
C (2.35321, -0.64137, -0.82398)  0.967
O (2.09926, 0.08294, 0.07365)  -0.534
O (1.86747, -0.51119, -2.08604)  -0.489
H (1.31827, -1.05063, -4.65906)  0.227
H (2.13693, -2.62374, -4.68066)  0.201
H (0.72486, -2.34933, -3.63085)  0.236
H (3.42618, -0.94431, -3.34209)  0.164
H (3.85434, -3.03864, -2.20590)  0.185
H (2.13613, -3.22169, -1.75666)  0.190

Forces on atoms 1 to 6 (eV/Å):
N -0.14 0.02 0.40
B 0.03 -0.39 0.26
O 0.69 -0.40 -0.43
N -0.07 0.79 -0.36
C 0.19 0.40 -0.16
O -0.06 -0.02 -0.12

Highest occupied orbital energy: -0.48 eV
Charge: -2
ΔE to the lowest compared entry with this formula, charge and spin: 0.0 kcal/mol
LUMO energy: 3.9 eV
Frontier orbital gap: 4.395 eV

***

A molecular structure, C9H13BN2Tb, computed with the ωB97M-V functional and the def2-TZVPD basis.

Each line ends with the Mulliken spin population.
CARTESIAN COORDINATES (ANGSTROEM)
C (0.59737, -0.50746, -2.39150)  0.014
C (1.26612, 0.73696, -2.13946)  0.010
C (0.27294, 1.76118, -2.05387)  -0.023
C (-1.00076, 1.15098, -2.25039)  0.017
C (-0.81398, -0.24832, -2.43592)  -0.013
Tb (-0.14086, 0.23309, -0.01018)  6.042
C (2.04143, 0.45913, 0.98971)  -0.029
C (2.09496, -0.99121, 0.55973)  -0.009
C (3.17380, -1.82445, 0.31475)  0.009
N (0.87789, -1.61950, 0.37337)  -0.012
H (0.47124, 2.82433, -1.91915)  -0.003
H (2.35114, 0.86851, -2.09987)  0.000
H (-1.95563, 1.66613, -2.24915)  -0.003
H (-1.58689, -1.01176, -2.55679)  -0.003
H (1.07622, -1.49025, -2.49619)  0.002
H (2.54414, 1.21338, 0.35651)  0.000
H (0.97957, -2.64129, 0.44686)  0.000
H (2.06102, 0.76751, 2.05325)  0.008
H (4.16800, -1.44487, 0.20098)  0.001
H (2.87041, -2.82295, -0.02281)  0.000
B (-3.96846, 0.52674, 3.16483)  -0.002
C (-2.67816, 0.52081, 2.34138)  -0.011
N (-1.69916, 0.46222, 1.67553)  0.004
H (-3.86707, 1.16523, 4.18265)  0.000
H (-4.22194, -0.66212, 3.47011)  0.000
H (-4.91334, 0.90798, 2.49562)  0.000

Forces on atoms 1 to 6 (eV/Å):
C -0.19 0.70 -0.38
C -0.50 -0.42 -0.90
C 0.01 -0.48 -0.72
C 0.21 0.17 -0.37
C 0.90 0.11 -0.36
Tb 0.14 -0.36 1.57

Highest occupied orbital energy (alpha / beta): -3.54 / -3.52 eV
Charge: -1
ΔE to the lowest compared entry with this formula, charge and spin: 0.0 kcal/mol
LUMO energy (alpha / beta): 2.7 / 2.8 eV
⟨S²⟩: 12.69
Frontier orbital gap (alpha / beta): 6.288 / 6.274 eV
Multiplicity: 7

***

A molecular structure, C9H13BN2Ti, computed with the ωB97M-V functional and the def2-TZVPD basis.

Each line ends with the Mulliken spin population.
CARTESIAN COORDINATES (ANGSTROEM)
C (0.02652, -1.86746, -1.49008)  0.068
C (0.76401, -2.18480, -0.30162)  0.005
C (1.85797, -1.31054, -0.20786)  -0.028
C (1.84533, -0.45751, -1.33553)  0.006
C (0.73227, -0.80334, -2.14216)  -0.032
Ti (-0.51220, 0.28726, -0.52291)  1.083
C (-1.74961, -1.12341, 1.55119)  0.026
C (-3.10031, -1.28103, 1.10369)  0.993
C (-3.99072, -1.13302, 0.09655)  -0.101
N (-0.56447, 1.62968, -1.78674)  -0.123
H (2.64090, -1.33036, 0.56257)  -0.004
H (0.55228, -3.04336, 0.35954)  0.000
H (2.60972, 0.30363, -1.58005)  0.003
H (0.50756, -0.42092, -3.15572)  -0.002
H (-0.85025, -2.41606, -1.89516)  0.012
H (-1.06829, -2.00923, 1.73783)  -0.002
H (-1.98729, 1.15014, -1.85166)  0.057
H (-1.24244, -0.26649, 2.32154)  -0.038
H (-4.75534, -1.74299, 0.20447)  0.006
H (-4.05550, -0.47722, -0.79443)  -0.009
B (2.33796, 3.48776, 1.67267)  -0.002
C (1.54639, 2.29909, 1.20601)  0.087
N (0.82315, 1.30192, 0.86417)  -0.017
H (2.64481, 4.15529, 0.69178)  0.006
H (3.34512, 3.09453, 2.25540)  0.000
H (1.64244, 4.15842, 2.43651)  0.005

Forces on atoms 1 to 6 (eV/Å):
C 0.05 -0.46 -0.27
C -0.31 -0.46 -0.21
C 0.19 -0.40 -0.01
C 0.13 0.30 -0.45
C 0.09 -0.61 -0.96
Ti 1.39 0.91 -1.00

Highest occupied orbital energy (alpha / beta): 1.22 / -0.88 eV
Charge: -2
ΔE to the lowest compared entry with this formula, charge and spin: 31.4 kcal/mol
LUMO energy (alpha / beta): 5.4 / 5.4 eV
⟨S²⟩: 2.02
Frontier orbital gap (alpha / beta): 4.229 / 6.318 eV
Multiplicity: 3